#1
ORCA calculation (ωB97M-V with the def2-TZVPD basis set) on a molecular structure, C14H28N2O4.

Last column: natural (NBO) charge in e.
Positions of all 48 atoms, in Å:
O (1.304, 2.876, 1.137)  -0.50
O (0.372, -1.012, -1.788)  -0.69
O (0.084, -2.818, 1.399)  -0.55
O (-0.573, 1.687, 1.836)  -0.64
N (-1.783, -1.737, -0.671)  -0.66
N (-0.710, 0.482, -0.294)  -0.64
C (-1.672, 3.212, -0.790)  -0.56
C (0.965, -2.180, 1.886)  0.22
C (-0.460, 3.223, -3.878)  -0.64
C (0.284, 1.986, 0.922)  0.80
C (0.746, -1.044, 3.111)  -0.60
C (-1.640, -3.048, -1.198)  -0.21
C (2.139, -3.009, 2.336)  -0.64
C (0.103, -3.703, 0.381)  -0.07
C (1.436, 3.236, 2.370)  -0.21
C (-0.269, 2.578, -1.305)  -0.18
C (-0.758, -0.791, -1.064)  0.80
C (0.167, 1.314, -0.541)  -0.13
C (-1.113, -3.992, -0.400)  -0.48
C (-0.348, 2.184, -2.987)  -0.37
H (0.767, 1.500, -2.954)  0.20
H (-1.011, -5.042, -0.663)  0.26
H (1.447, -0.461, 3.380)  0.18
H (0.852, -4.613, 0.719)  0.20
H (0.163, -1.735, 3.882)  0.20
H (0.945, 4.095, 2.670)  0.19
H (1.083, 1.164, -0.794)  0.25
H (2.689, 3.722, 2.148)  0.14
H (-2.226, -1.489, 0.205)  0.41
H (-2.698, -3.347, -1.845)  0.21
H (-0.147, -0.451, 2.415)  0.22
H (-2.295, 2.495, -1.168)  0.22
H (-1.770, -4.114, 0.667)  0.17
H (-1.768, 4.161, -1.591)  0.19
H (-1.164, 1.474, -2.950)  0.19
H (2.855, -2.433, 2.898)  0.21
H (2.814, -3.661, 1.369)  0.18
H (1.548, -1.504, 0.898)  0.05
H (0.474, 3.951, -3.704)  0.19
H (0.438, 3.232, -1.499)  0.19
H (1.822, -3.558, 3.124)  0.19
H (-0.350, 2.882, -4.935)  0.23
H (-0.731, -2.988, -2.206)  0.25
H (-1.792, 0.520, 0.468)  0.46
H (1.687, 2.528, 3.152)  0.20
H (-1.467, 3.502, -0.006)  0.16
H (0.835, -3.193, -0.435)  0.18
H (-1.270, 3.919, -3.710)  0.22

Gap between HOMO and LUMO ... 9.15 eV
M ... 288.4 g mol⁻¹



#2
ORCA calculation (ωB97M-V with the def2-TZVPD basis set) on a single C14H28N2O4 molecule.

Last column: natural (NBO) charge in e.
Positions of all 48 atoms, in Å:
O (-2.884, 0.412, -0.882)  -0.52
O (1.806, -0.997, 1.049)  -0.52
O (-3.275, -1.347, 0.497)  -0.67
O (1.156, 0.732, -0.278)  -0.68
N (-1.181, -0.843, -0.228)  -0.65
N (3.307, 0.009, -0.224)  -0.63
C (-4.617, 1.610, 0.367)  -0.24
C (-2.513, -0.652, -0.133)  0.89
C (-0.497, -1.833, 0.572)  -0.08
C (6.193, 1.644, -0.168)  -0.39
C (0.486, -1.167, 1.557)  -0.07
C (-4.266, 0.747, -0.850)  -0.07
C (-3.835, 2.920, 0.332)  -0.61
C (4.724, 2.050, -0.305)  -0.41
C (-6.120, 1.868, 0.402)  -0.60
C (6.413, 0.363, 0.629)  -0.61
C (3.858, 1.042, -1.070)  -0.23
C (-0.800, -3.696, -1.104)  -0.61
C (2.013, -0.008, 0.146)  0.89
C (0.205, -2.866, -0.317)  -0.39
H (-6.377, 2.477, 1.266)  0.21
H (-6.436, 2.395, -0.496)  0.20
H (-0.287, -4.407, -1.746)  0.21
H (-4.452, 1.294, -1.777)  0.18
H (-4.858, -0.175, -0.835)  0.20
H (0.624, -1.802, 2.433)  0.20
H (5.895, 0.412, 1.585)  0.20
H (-6.670, 0.932, 0.465)  0.21
H (-2.770, 2.721, 0.243)  0.22
H (0.871, -2.345, -1.009)  0.20
H (7.474, 0.224, 0.826)  0.22
H (-4.333, 1.046, 1.262)  0.21
H (0.085, -0.196, 1.865)  0.20
H (-1.453, -4.243, -0.428)  0.21
H (0.814, -3.514, 0.316)  0.20
H (4.289, 2.204, 0.685)  0.20
H (2.998, 1.552, -1.510)  0.24
H (-4.009, 3.492, 1.240)  0.21
H (4.440, 0.577, -1.871)  0.19
H (-0.616, -0.117, -0.653)  0.44
H (-1.418, -3.050, -1.722)  0.21
H (4.685, 3.004, -0.833)  0.21
H (6.724, 2.461, 0.325)  0.20
H (6.063, -0.507, 0.079)  0.19
H (6.625, 1.527, -1.164)  0.20
H (-1.279, -2.329, 1.159)  0.24
H (3.934, -0.611, 0.263)  0.41
H (-4.145, 3.520, -0.521)  0.20

Gap between HOMO and LUMO ... 10.02 eV
M ... 288.4 g mol⁻¹



What are the relative energies? In kcal/mol: #1 455.6; #2 0.0.



#1
ORCA calculation (ωB97M-V with the def2-TZVPD basis set) on a single C2H2FN molecule.

Last column: natural (NBO) charge in e.
Positions of all 6 atoms, in Å:
F (1.698, 0.209, 0.900)  -0.34
N (-0.223, -0.164, -0.280)  -0.40
C (-0.776, -0.822, -1.170)  0.02
C (0.325, 0.270, 0.794)  0.37
H (-0.906, -0.151, -2.005)  0.15
H (-0.119, 0.657, 1.761)  0.19

Gap between HOMO and LUMO ... 9.38 eV
M ... 59.0 g mol⁻¹



#2
ORCA calculation (ωB97M-V with the def2-TZVPD basis set) on a single C2H2FN molecule.

Last column: natural (NBO) charge in e.
Positions of all 6 atoms, in Å:
F (3.713, 0.412, 0.007)  -0.24
N (2.758, -0.625, -0.042)  -0.05
C (1.594, -0.275, 0.059)  0.29
C (0.303, -0.025, -0.017)  -0.49
H (-0.412, 0.202, 0.849)  0.25
H (-0.283, -0.010, -0.890)  0.24

Gap between HOMO and LUMO ... 10.64 eV
M ... 59.0 g mol⁻¹



What are the relative energies? In kcal/mol: #1 0.0; #2 16.0.